C12H17NO | wB97M-V/def2-TZVPD

Its orbital gap is 9.2096 eV. The calculation puts the electronic energy at -16255.367 eV. The largest force on an atom comes out at 3.3 eV/A. The value obtained for the energy relative to the best compared isomer or geometry (same formula, charge and spin) is 291.4 kJ/mol. As for the SMILES: OCc1ccccc1[C@H]1CCCNC1. The LUMO energy is 0.7 eV. The calculation puts the HOMO energy at -0.3109 Eh.

Positions of all 31 atoms, in Å:
C  0.79046  1.90576  -0.38374
C  1.37896  0.48750  -0.18418
C  2.67750  0.43032  0.10934
C  3.41042  -0.71828  0.20129
C  2.72108  -1.93251  0.05097
C  1.31926  -1.94611  -0.11970
C  0.63890  -0.71933  -0.34821
C  -0.86776  -0.87748  -0.30667
C  -1.27999  -0.58372  1.26114
C  -2.46809  0.31727  1.32130
C  -3.58258  -0.15322  0.28270
C  -1.65030  0.08831  -1.19787
H  1.53694  2.88402  1.06306
H  0.70746  1.99513  -1.48852
H  -0.20954  1.82563  0.12178
H  3.18038  1.34297  0.21953
H  4.45419  -0.87583  0.27134
H  3.30833  -2.90084  0.07252
H  0.62457  -2.89237  -0.20830
H  -0.97178  -1.98394  -0.54681
H  -1.55425  -1.52920  1.73798
H  -0.40453  -0.11410  1.81841
H  -2.22296  1.32024  0.92106
H  -2.91177  0.39351  2.36127
H  -4.31838  0.56760  0.32993
H  -4.05784  -1.06076  0.64257
H  -3.34620  -0.98611  -1.61756
H  -1.28935  0.18302  -2.18569
H  -1.50466  1.07486  -0.73316
N  -3.09734  -0.14936  -1.09003
O  1.51670  3.00133  0.09158

C11H19N3 | wB97M-V/def2-TZVPD

Its orbital gap is 8.2500 eV. The charge is +2. The calculation puts the electronic energy at -16165.301 eV. The largest force on an atom comes out at 4.1 eV/A. The value obtained for the energy relative to the best compared isomer or geometry (same formula, charge and spin) is 119.2 kJ/mol. As for the SMILES: CN[N@H+](C)C/[N+](C)=C/c1ccccc1. The LUMO energy is -8.3 eV. The calculation puts the HOMO energy at -0.6071 Eh.

Positions of all 33 atoms, in Å:
C  -4.43244  -0.49459  0.41323
C  -3.72996  -1.50151  -0.21244
C  -3.84697  0.73603  0.76433
C  -2.43070  -1.35568  -0.59772
C  -2.52497  0.94570  0.40446
C  -1.77059  -0.14017  -0.23277
C  1.76422  0.62211  -1.07547
C  -0.51609  -0.01386  -0.72128
C  0.08002  2.37320  -0.52979
C  3.01197  0.96262  1.19137
C  2.07010  -2.36759  -0.01158
N  0.40615  0.97436  -0.70598
N  2.61804  -0.03286  0.08734
N  1.90147  -1.10443  0.66687
H  -5.43304  -0.71111  0.68820
H  -4.27704  -2.30347  -0.44101
H  -4.45187  1.44827  1.12883
H  -1.92078  -2.23377  -0.67975
H  -1.88734  1.70523  0.91499
H  1.88892  -0.15740  -1.81403
H  2.27303  1.42852  -1.53972
H  -0.12816  -0.87414  -1.13159
H  -0.77638  2.43010  -1.11970
H  0.06331  2.84917  0.43982
H  0.69971  3.01851  -1.13305
H  3.17469  1.93804  0.86855
H  2.20311  0.89328  1.90919
H  3.82531  0.63886  1.76129
H  1.40183  -2.36796  -0.80472
H  3.05767  -2.75339  -0.42808
H  2.00035  -3.17276  0.70654
H  3.61034  -0.19762  -0.40056
H  2.07611  -1.18171  1.63425

C39H31IrN4P2S2 | wB97M-V/def2-TZVPD

Its orbital gap is 5.5201 eV. The calculation puts the electronic energy at -89991.738 eV. The largest force on an atom comes out at 0.5 eV/A. The LUMO energy is -0.8 eV. The calculation puts the HOMO energy at -0.2338 Eh.

Positions of all 79 atoms, in Å:
Ir  0.28636  -0.04004  1.23168
S  0.54389  2.07272  2.24764
P  -0.36639  0.87059  -0.84091
C  -1.99570  0.71305  -1.18684
P  -2.62033  -0.63004  -0.51190
S  -1.69420  -1.18638  1.36371
C  -2.52641  -2.20356  -1.44875
C  -3.63686  -2.79479  -2.04319
C  -3.48411  -3.87964  -2.89783
C  -2.22034  -4.37859  -3.17324
C  -1.10686  -3.79111  -2.58504
C  -1.25983  -2.71509  -1.72697
C  -4.37629  -0.49542  -0.07409
C  -5.04103  -1.50455  0.61774
C  -6.36749  -1.34168  0.98435
C  -7.03594  -0.16627  0.66377
C  -6.37485  0.84429  -0.01858
C  -5.04499  0.68298  -0.38449
C  0.11197  2.63275  -0.98400
C  1.26718  3.07312  -1.61849
C  1.55405  4.43208  -1.69992
C  0.68280  5.35983  -1.15357
C  -0.48036  4.92738  -0.52527
C  -0.76168  3.57482  -0.44236
C  0.72785  0.08217  -2.09810
C  2.04347  -0.31897  -1.88515
C  2.77477  -0.91528  -2.90436
C  2.19632  -1.12187  -4.14904
C  0.88119  -0.73516  -4.36866
C  0.15195  -0.14196  -3.34894
H  -4.62852  -2.40234  -1.85706
H  -4.35767  -4.32787  -3.35443
H  -2.10110  -5.21553  -3.84976
H  -0.11513  -4.16388  -2.81135
H  -0.38602  -2.26021  -1.27402
H  -4.51803  -2.41960  0.87327
H  -6.88066  -2.12877  1.52228
H  -8.07227  -0.03856  0.95058
H  -6.89432  1.76153  -0.26585
H  -4.49943  1.45674  -0.91154
H  1.95590  2.36012  -2.05352
H  2.45642  4.76068  -2.20042
H  0.90130  6.41833  -1.22344
H  -1.16965  5.64891  -0.10427
H  -1.67586  3.22757  0.02380
H  2.50381  -0.18243  -0.91504
H  3.79745  -1.22304  -2.72309
H  2.76690  -1.58902  -4.94225
H  0.41860  -0.90340  -5.33328
H  -0.88428  0.14294  -3.49357
N  1.26484  -2.80174  4.39763
C  1.07379  -1.70137  5.20585
C  0.80068  -0.66894  4.36549
N  0.81701  -1.12838  3.07288
C  1.10485  -2.40556  3.11333
C  1.29696  -3.23566  1.93620
N  1.62223  -2.76292  0.76059
C  1.72000  -3.85037  -0.06295
C  1.44548  -4.99431  0.62661
N  1.18047  -4.59233  1.91399
H  1.55672  -3.71169  4.70636
H  1.14814  -1.75546  6.27641
H  0.58507  0.36266  4.58376
H  1.97741  -3.74745  -1.10409
H  1.40836  -6.02720  0.33042
H  0.85856  -5.18784  2.65617
C  1.94077  0.94782  1.22067
C  2.37234  2.05637  1.68627
C  3.41241  3.03239  1.89823
C  4.74909  2.67079  1.72354
C  5.74583  3.61352  1.90451
C  5.42228  4.91502  2.26692
C  4.09394  5.27342  2.44402
C  3.08849  4.33765  2.25941
H  4.99590  1.65373  1.44736
H  6.78123  3.33108  1.76520
H  6.20548  5.64780  2.41024
H  3.83787  6.28755  2.72115
H  2.04824  4.61384  2.37764

C16H23BrN2OPt | wB97M-V/def2-TZVPD

Its orbital gap is 6.2409 eV. The calculation puts the electronic energy at -95280.643 eV. The largest force on an atom comes out at 0.2 eV/A. The LUMO energy is -0.7 eV. The calculation puts the HOMO energy at -0.2550 Eh.

Positions of all 44 atoms, in Å:
Pt  -0.09370  0.29140  -0.93468
C  2.73533  -1.16923  3.26188
C  1.34668  -1.12205  2.69215
C  0.25359  -1.70095  3.32334
C  -1.00520  -1.58644  2.76658
C  -1.15074  -0.92709  1.55943
Br  -2.86939  -0.63179  0.87977
N  -0.09842  -0.42668  0.90555
C  1.11461  -0.49023  1.48523
H  2.74441  -1.68571  4.21993
H  3.12639  -0.16301  3.41505
H  3.41532  -1.69050  2.58776
H  0.38085  -2.22432  4.26261
H  -1.88005  -1.98641  3.25606
H  1.90795  -0.00233  0.93737
C  2.54319  -0.80735  -2.27104
C  1.35543  -1.67881  -2.52664
C  1.29249  -2.82946  -3.26591
C  -0.05655  -3.27548  -3.22383
C  -0.75815  -2.37943  -2.45855
C  -2.20968  -2.40762  -2.12320
N  0.09302  -1.38089  -2.03651
H  3.42645  -1.25759  -2.72472
H  2.75026  -0.68586  -1.20322
H  2.43681  0.19396  -2.69831
H  2.11787  -3.28696  -3.78947
H  -0.47391  -4.14549  -3.70697
H  -2.71121  -3.15238  -2.74120
H  -2.68814  -1.44181  -2.30147
H  -2.38879  -2.67753  -1.08109
C  -0.12439  4.42296  0.05833
C  -0.78636  3.04681  0.13933
C  -1.98501  2.99044  -0.80496
C  -1.23084  2.78528  1.57885
O  0.20809  2.12173  -0.24037
H  -0.80738  5.21360  0.37654
H  0.19150  4.62304  -0.96613
H  0.75777  4.44346  0.69965
H  -2.76366  3.69451  -0.50235
H  -2.41895  1.98683  -0.80593
H  -1.67445  3.23642  -1.82252
H  -1.90805  3.56758  1.92966
H  -0.35821  2.76272  2.23451
H  -1.75679  1.83265  1.65949

Question: Which of these has the lowest electronic energy?
Answer: C16H23BrN2OPt

Question: Look up the largest force on an atom of the fourth one.
Answer: 0.2 eV/A